C6H9N | the ωB97M-V functional and the def2-TZVPD basis

Calculated values
Energy (eV): -7853.7772
Total charge: 0
Energy relative to the best compared isomer or geometry (same formula, charge and spin) (kcal/mol): 101.1
Frontier orbital gap (eV): 9.16
Structure (SMILES): CC1=C(C)C1.C#N
Strongest force on any atom (eV Å⁻¹): 2.96

Each line ends with the Löwdin charge.
Positions of all 16 atoms, in Å:
N 1.9935 0.1902 1.3498  0.113
C -0.8625 0.4934 0.2821  -0.255
C -1.0190 1.9492 0.3579  -0.064
C 2.4976 -0.1781 0.3997  -0.065
C 0.2568 -1.2015 -1.4769  -0.079
C -0.3913 -0.5622 -0.3503  -0.312
C -1.0254 -0.8387 0.9539  -0.109
H -2.1320 -1.2167 1.0464  0.107
H -0.3630 -1.8025 -2.2396  0.110
H 2.7317 -0.5952 -0.5400  0.048
H -0.4458 -0.8501 1.8810  0.063
H -2.1483 2.1969 0.5540  0.114
H -0.5666 2.4684 -0.5928  0.107
H 0.9558 -1.9577 -0.9118  0.104
H 0.8616 -0.3757 -1.8446  0.062
H -0.3430 2.2802 1.1313  0.056

***

C23H28BrF2N5O2Pt | the ωB97M-V functional and the def2-TZVPD basis

Calculated values
Energy (eV): -114562.7735
Total charge: +2
Energy relative to the best compared isomer or geometry (same formula, charge and spin) (kcal/mol): 13.0
Frontier orbital gap (eV): 7.91
Strongest force on any atom (eV Å⁻¹): 0.61

Each line ends with the Löwdin charge.
Positions of all 62 atoms, in Å:
Pt -0.1650 1.2147 0.6932  1.174
Br -6.7589 -0.1105 -1.2802  0.821
F -0.0647 2.8859 3.0145  -0.053
F -1.0085 3.7365 1.2243  -0.025
O -0.8042 -0.4060 -0.5790  -0.222
O -2.2015 0.9926 1.1474  -0.281
N 1.1686 -1.5622 5.2262  -0.002
N -0.5983 -1.6350 -2.9150  0.215
N 1.7895 1.3255 0.2913  -0.158
N -2.3675 -2.1028 -4.0772  0.213
N -0.4601 -0.3597 3.5745  0.147
C -4.8880 -0.1848 -1.1155  -0.676
C -1.2082 -3.2331 -6.0323  0.013
C 0.0472 2.9543 1.6320  -0.457
C -1.9275 -1.5370 -2.9439  -0.155
C 1.1253 -2.6121 -4.5036  0.006
C 0.3980 -0.4852 5.8518  -0.220
C -2.7296 -0.8865 -1.9270  -0.056
C -2.9194 0.3678 0.1089  -0.178
C -1.2830 -2.5794 -4.8097  -0.153
C -0.1482 -2.2786 -4.0620  -0.151
C 2.6904 0.6035 0.9778  -0.098
C 4.0464 0.8307 0.8828  0.009
C 5.9900 2.1531 -0.0401  -0.015
C -0.0856 0.4723 4.7582  -0.149
C -4.2792 0.4391 -0.0161  -0.038
C 3.5874 2.5747 -0.6570  0.016
C 2.2467 2.3007 -0.5186  -0.104
C -2.0906 -0.3262 -0.8031  -0.296
C 4.5322 1.8449 0.0631  -0.228
C 1.2045 -3.2602 -5.7204  -0.054
C 0.0583 -3.5660 -6.4703  -0.050
C -4.1261 -0.8233 -2.0602  -0.060
C -2.9794 1.8754 1.9961  -0.018
H -3.3332 -2.1708 -4.3517  0.174
H -3.5467 2.5740 1.3864  0.117
H 0.1711 -4.0741 -7.4175  0.118
H 1.0790 -2.4325 5.7341  0.098
H 2.1570 -1.3424 5.1944  0.096
H 2.0090 -2.3793 -3.9265  0.119
H 0.9703 0.0843 6.5851  0.128
H 6.1753 3.1900 0.2422  0.103
H -0.9398 1.0640 5.0760  0.132
H 2.1734 -3.5402 -6.1082  0.116
H -4.9027 0.9556 0.6974  0.110
H -0.0950 -1.2785 -2.1052  0.150
H -2.2812 2.4225 2.6168  0.077
H 6.5855 1.5071 0.6000  0.089
H 1.4985 2.8605 -1.0633  0.129
H -2.0891 -3.4717 -6.6108  0.124
H 0.1669 -1.1923 3.6645  0.127
H 0.7020 1.1511 4.4422  0.115
H 4.7239 0.2128 1.4553  0.127
H -1.4243 -0.6861 3.6298  0.164
H 3.8939 3.3661 -1.3271  0.136
H 0.9581 3.5236 1.4255  0.107
H -3.6452 1.2645 2.6046  0.113
H 6.3309 2.0349 -1.0694  0.102
H -4.6245 -1.2804 -2.9036  0.109
H 2.2975 -0.1905 1.5967  0.110
H -0.3424 0.1209 2.6524  0.068
H -0.4595 -0.9161 6.3691  0.127

***

C16H44N2O6 | the ωB97M-V functional and the def2-TZVPD basis

Calculated values
Energy (eV): -32569.0509
Total charge: 0
Energy relative to the best compared isomer or geometry (same formula, charge and spin) (kcal/mol): 53.5
Frontier orbital gap (eV): 9.96
Structure (SMILES): NC(N)=O.CC(C)O.CC(C)O.CC(C)O.CC(C)O.CC(C)O
Strongest force on any atom (eV Å⁻¹): 5.20

Each line ends with the Löwdin charge.
Positions of all 68 atoms, in Å:
O 1.2055 -4.9161 4.8526  0.041
O 1.1435 3.9419 5.2359  -0.084
O -1.3700 0.7911 -3.7219  -0.045
O -2.3380 -4.6054 -2.6460  -0.064
O 0.5131 -2.2705 0.3680  -0.070
O 0.2125 3.1462 -2.2006  -0.062
N 0.1289 -4.6259 2.9863  0.161
N 2.1392 -5.2681 2.8056  0.164
C -2.3262 2.7197 -4.4376  -0.060
C 0.1688 -0.9162 2.3069  -0.059
C 1.4205 1.7724 5.9650  -0.052
C -2.2529 -3.5309 -1.6817  -0.466
C -2.6018 1.2812 -4.0352  -0.553
C 1.1925 -4.9655 3.6476  -0.810
C -3.2881 0.6243 -5.1534  -0.062
C 3.2641 3.0519 4.5613  -0.034
C 0.7910 -0.9849 0.9468  -0.481
C -3.4201 -2.5986 -1.8947  -0.046
C 2.1688 3.0690 5.6875  -0.488
C 0.2441 0.1610 0.0947  -0.049
C 1.4620 3.4202 -2.6804  -0.502
C 1.7420 2.3497 -3.8043  -0.024
C -1.9316 -3.9919 -0.2255  -0.057
C 2.4744 3.4930 -1.5203  -0.046
H 1.8738 -0.9335 1.0608  0.135
H -3.1348 -1.6776 -1.3864  0.071
H -4.2914 -2.8607 -1.2945  0.083
H 1.4522 4.3734 -3.2090  0.128
H 2.7768 2.5097 -4.1069  0.079
H -2.5950 -4.7170 0.2459  0.075
H 0.8436 -2.1902 -0.5297  0.083
H 1.4973 4.8230 5.0946  0.082
H 3.5100 3.6941 -1.7946  0.073
H 0.5363 1.9469 6.5780  0.083
H -4.1727 1.1715 -5.4790  0.091
H 3.9122 2.2188 4.8329  0.076
H -0.8868 -0.6480 2.2641  0.085
H 0.4297 -1.7959 2.8952  0.076
H -3.6664 -0.3869 -5.0040  0.067
H 2.7556 2.9107 3.6076  0.077
H 2.9617 -5.6212 3.2734  0.121
H -1.6258 3.1800 -3.7407  0.056
H -3.1726 1.2545 -3.1070  0.140
H 1.5081 1.3707 -3.3860  0.067
H 1.9135 -5.4938 1.8474  0.113
H -3.2613 3.2797 -4.4296  0.080
H -1.8241 2.8862 -5.3907  0.088
H 3.6662 4.0532 4.7157  0.072
H 0.2225 -4.6758 1.9819  0.082
H 2.0161 0.9912 6.4375  0.079
H -0.8456 0.1764 0.1155  0.084
H 0.6262 1.0203 0.6458  0.080
H -0.9364 1.2862 -3.0230  0.056
H -2.5679 0.3980 -5.9396  0.093
H 1.0377 2.3805 -4.6356  0.071
H -1.8951 -3.0528 0.3266  0.067
H 2.4786 3.5387 6.6210  0.128
H 1.1766 1.3258 5.0010  0.063
H -3.6538 -2.4039 -2.9414  0.075
H -0.0526 3.7994 -1.5490  0.107
H -0.7853 -4.4092 3.3569  0.127
H 0.6271 0.2016 -0.9250  0.069
H 2.6046 2.5024 -1.0846  0.073
H -2.2555 -4.1325 -3.4773  0.074
H 2.2403 4.2732 -0.7960  0.077
H -1.2791 -3.0918 -1.8987  0.116
H 0.4764 -0.0961 2.9556  0.067
H -0.9827 -4.5267 -0.1859  0.062

***

C7H8O2 | the ωB97M-V functional and the def2-TZVPD basis

Calculated values
Energy (eV): -11478.6259
Total charge: 0
Energy relative to the best compared isomer or geometry (same formula, charge and spin) (kcal/mol): 113.8
Frontier orbital gap (eV): 7.99
Strongest force on any atom (eV Å⁻¹): 4.49

Each line ends with the Löwdin charge.
Positions of all 17 atoms, in Å:
O -1.1175 -0.7935 -1.0276  -0.028
O -1.1501 0.1794 1.2924  -0.005
C -1.0149 1.7860 -0.6005  0.054
C -2.2257 -0.5604 0.9682  -0.136
C -2.1318 -1.0939 -0.2890  -0.253
C 0.8474 0.1939 0.2158  0.058
C 3.3048 -0.7602 0.0819  -0.127
C -0.4848 0.5163 0.1868  -0.339
C 2.0113 -0.1555 0.1271  -0.041
H -3.0157 -0.6275 1.8459  0.156
H -0.3470 2.6343 -0.4243  0.098
H -2.7992 -1.8194 -0.6882  0.110
H -1.0740 1.5048 -1.6040  0.066
H 4.0327 -0.3247 -0.6601  0.081
H 3.2656 -1.9078 -0.2606  0.132
H -1.9935 1.8612 -0.2328  0.067
H 3.8924 -0.6332 1.0691  0.105

***

Copy entry 1 word for word.
C6H9N | the ωB97M-V functional and the def2-TZVPD basis

Calculated values
Energy (eV): -7853.7772
Total charge: 0
Energy relative to the best compared isomer or geometry (same formula, charge and spin) (kcal/mol): 101.1
Frontier orbital gap (eV): 9.16
Structure (SMILES): CC1=C(C)C1.C#N
Strongest force on any atom (eV Å⁻¹): 2.96

Each line ends with the Löwdin charge.
Positions of all 16 atoms, in Å:
N 1.9935 0.1902 1.3498  0.113
C -0.8625 0.4934 0.2821  -0.255
C -1.0190 1.9492 0.3579  -0.064
C 2.4976 -0.1781 0.3997  -0.065
C 0.2568 -1.2015 -1.4769  -0.079
C -0.3913 -0.5622 -0.3503  -0.312
C -1.0254 -0.8387 0.9539  -0.109
H -2.1320 -1.2167 1.0464  0.107
H -0.3630 -1.8025 -2.2396  0.110
H 2.7317 -0.5952 -0.5400  0.048
H -0.4458 -0.8501 1.8810  0.063
H -2.1483 2.1969 0.5540  0.114
H -0.5666 2.4684 -0.5928  0.107
H 0.9558 -1.9577 -0.9118  0.104
H 0.8616 -0.3757 -1.8446  0.062
H -0.3430 2.2802 1.1313  0.056

***

- Among the records above, which one has the lowest strongest force on any atom?
  C23H28BrF2N5O2Pt